{"formula": "C7H14FO5S", "method": "ωB97M-V with the def2-TZVPD basis set", "charge": -1, "energy_ev": -31273.728, "largest_force_ev_per_a": 5.4, "molar_mass_g_mol": 229.25, "e_lumo_ev": 3.079, "e_homo_ev": -2.845, "elements": ["F", "O", "C", "O", "C", "C", "C", "H", "H", "H", "H", "H", "H", "O", "S", "O", "O", "C", "C", "C", "H", "H", "H", "H", "H", "H", "H", "H"], "xyz": [[1.974, -0.355, 0.969], [2.122, -0.555, -0.851], [1.305, -0.068, -1.586], [0.024, -0.567, -1.544], [-0.795, 0.186, -2.379], [-0.049, 1.413, -2.813], [1.385, 1.148, -2.473], [-1.767, 0.506, -2.003], [-1.062, -0.531, -3.155], [-0.446, 2.302, -2.323], [-0.302, 1.811, -3.795], [1.731, 1.916, -1.781], [2.019, 0.867, -3.314], [-1.647, 1.039, 3.952], [-0.726, 0.686, 2.918], [0.658, 1.060, 3.029], [-0.852, -0.908, 2.831], [0.145, -1.816, 2.385], [0.085, -2.206, 0.862], [-1.299, 1.176, 1.221], [0.038, -2.617, 3.116], [1.130, -1.423, 2.637], [0.181, -1.300, 0.263], [-0.774, -2.814, 0.576], [0.942, -2.827, 0.601], [-1.888, 0.383, 0.760], [-0.354, 1.341, 0.703], [-1.779, 2.154, 1.194]], "nbo_charge": [-0.844, -0.412, 0.655, -0.522, -0.064, -0.446, -0.529, 0.166, 0.158, 0.201, 0.208, 0.247, 0.222, -0.957, 2.366, -0.901, -0.747, -0.077, -0.650, -0.876, 0.153, 0.252, 0.279, 0.161, 0.222, 0.242, 0.271, 0.222]}